Here is a molecular structure, C7H11NO at a distorted geometry from the OMol25 dataset. Energies are from ωB97M-V/def2-TZVPD.

Last column: Löwdin charge in e.
Positions of all 20 atoms, in Å:
C  2.1138  -1.2340  -0.1476  -0.04
H  -0.9992  2.8240  -0.2658  0.08
C  1.0291  0.6432  0.5400  -0.36
H  0.5106  -0.4858  -1.2202  0.16
H  -1.8300  -0.9268  -1.1453  0.06
H  -1.7449  1.5044  -1.0588  0.07
C  -1.6138  -1.3913  -0.2176  -0.06
C  -0.8064  1.7771  -0.5667  -0.07
C  0.7186  -0.6197  -0.1488  -0.25
H  -1.3023  -2.4628  -0.2606  0.10
H  1.2519  0.4462  1.5537  0.14
C  -0.5850  -0.6088  0.5692  -0.27
C  -0.4609  0.9616  0.6584  -0.20
O  2.2447  1.0338  -0.0197  -0.04
H  -0.0179  1.9517  -1.3314  0.10
H  -0.5127  -1.1075  1.5992  0.17
H  -0.6653  1.6666  1.5158  0.15
H  -2.5725  -1.4710  0.3179  0.08
N  2.8947  -0.2129  -0.1466  0.06
H  2.3476  -2.2881  -0.2250  0.12

Values from the calculation:
- Relative energy (zero: lowest compared OMol25 entry of this formula, charge and spin): 5.270 eV
- HOMO energy: -9.5 eV
- Kohn-Sham gap: 10.37 eV
- Total charge: 0

---

Here is a molecular structure, C14H33Cl2N3OP3Ti at a distorted geometry from the OMol25 dataset. Energies are from ωB97M-V/def2-TZVPD.

Last column: Löwdin charge in e.
Positions of all 57 atoms, in Å:
C  -2.9200  1.5449  0.6453  -0.26
H  -1.7615  -1.7158  -4.4288  0.09
N  -0.9573  3.0750  2.3311  -0.10
H  -0.0481  -1.4217  -3.9624  0.06
P  -1.5527  -0.6235  -2.2601  0.71
C  -1.8250  0.9654  -3.1446  -0.23
C  -1.3232  0.0184  2.2695  -0.26
Cl  3.7193  -2.0998  -3.4200  0.64
H  -3.0522  2.2064  -0.2228  0.11
C  3.3489  -3.7601  -2.8741  -0.81
Ti  0.3218  -0.2443  -0.6818  0.49
H  -3.8830  -1.2336  -2.6904  0.09
H  1.5197  -0.1300  3.3131  0.03
H  -3.7662  0.5245  2.9847  0.15
C  3.8463  -4.7982  -3.8382  -0.06
H  -0.9546  -2.7549  -3.2030  0.07
H  -2.1102  -0.7453  2.1472  0.12
H  -2.5601  0.8310  -3.9488  0.09
H  4.1630  1.1872  1.5166  0.09
H  0.2239  1.7599  3.5122  0.13
C  3.5959  -1.3366  0.3580  -0.24
C  3.1994  1.3264  1.0051  -0.23
C  -0.3683  2.5843  1.0755  -0.25
H  -3.5998  0.6896  0.5118  0.09
C  2.2403  -0.7395  2.7572  -0.22
H  -2.7668  3.9668  3.0115  0.16
H  3.2608  -2.3803  0.3540  0.05
H  3.4119  -4.6323  -4.8349  0.10
P  2.2651  -0.2633  0.9890  0.74
H  -0.6061  3.3052  0.2799  0.12
H  3.8037  -1.0747  -0.6860  0.02
Cl  1.4276  1.1745  -2.0462  0.28
O  2.7564  -3.9450  -1.8318  0.00
C  -3.1340  1.4158  3.0992  -0.12
H  -0.3886  -0.5043  2.5240  0.06
C  -2.3842  3.4464  2.1182  -0.12
P  -1.1590  0.9373  0.6468  0.89
H  3.3783  1.6472  -0.0279  0.04
H  -0.8736  1.3064  -3.5696  0.03
C  -0.8203  2.1152  3.4530  -0.12
C  -3.2166  -1.2237  -1.8170  -0.21
N  -3.2529  2.2661  1.8940  -0.09
H  -3.1279  -2.2404  -1.4134  0.07
H  3.5385  -5.7827  -3.4754  0.10
H  3.2373  -0.6223  3.2075  0.09
H  -2.4332  4.1042  1.2438  0.14
N  -1.7375  0.9607  3.3352  -0.09
H  -1.0845  2.6576  4.3767  0.16
H  2.6268  2.1070  1.5179  0.04
H  1.9378  -1.7912  2.8362  0.07
H  -3.6476  -0.5879  -1.0365  0.03
H  4.9451  -4.7679  -3.8980  0.11
H  4.5083  -1.2176  0.9667  0.09
H  0.7282  2.4911  1.1248  0.06
H  -3.4780  2.0224  3.9508  0.16
C  -1.0370  -1.7339  -3.6010  -0.22
H  -2.1743  1.7341  -2.4437  0.04

Values from the calculation:
- HOMO energy (spin up / spin down): -18.0 / -18.0 eV
- Kohn-Sham gap (spin up / spin down): 5.27 / 5.26 eV
- Total charge: +3

---

Here is C2H9N3O in the gas phase at a distorted geometry from the OMol25 dataset. Energies are from ωB97M-V/def2-TZVPD.

Last column: Löwdin charge in e.
Positions of all 15 atoms, in Å:
H  -2.6996  0.2952  -0.5610  0.07
C  1.7065  1.1702  0.0287  -0.13
H  -1.5035  -1.9460  -0.4775  0.07
N  1.1337  -0.1169  0.3490  -0.12
H  1.5357  1.3717  -1.0285  0.08
H  2.7828  1.1284  0.1985  0.07
H  1.2789  1.9911  0.6166  0.07
H  -0.4713  -2.1090  0.9628  0.08
H  0.2357  -2.3608  -0.6456  0.08
H  -1.5403  1.7413  -0.7994  0.08
H  1.2444  -0.3791  1.3302  0.11
N  -0.1720  -0.3817  -0.2461  -0.21
N  -2.0058  0.9912  -0.2924  0.02
C  -0.5012  -1.7903  -0.0845  -0.08
O  -1.0240  0.3949  0.6490  -0.19

Values from the calculation:
- Relative energy (zero: lowest compared OMol25 entry of this formula, charge and spin): 5.363 eV
- SMILES: CNN(C)ON
- HOMO energy: -8.7 eV
- Kohn-Sham gap: 9.91 eV
- Total charge: 0

---

Here is a molecular structure, C25H20ClF5PRe at a distorted geometry from the OMol25 dataset. Energies are from ωB97M-V/def2-TZVPD.

Last column: Löwdin charge in e.
Positions of all 53 atoms, in Å:
F  5.8171  -1.5793  1.8575  0.15
C  -1.5364  2.5597  0.5990  -0.12
C  -1.2731  -1.8935  -3.3577  -0.07
H  -4.4843  4.1340  -0.1320  0.11
C  4.6972  -0.8069  1.7481  -0.54
C  -2.1048  -2.9526  -2.9969  -0.06
F  3.7049  -1.8392  -0.2371  0.03
C  -1.7028  1.3570  -0.1136  -0.36
P  -0.3034  0.1060  0.0900  1.06
C  4.2046  -0.6521  0.2761  -0.35
C  -0.9835  -0.6336  1.6899  -0.37
F  5.4064  -0.3689  -0.3560  0.02
H  -3.5926  -0.8570  3.8817  0.11
H  4.3053  -0.1708  -2.3058  0.15
H  5.0699  2.0116  -1.0352  0.15
H  -0.9814  -1.7607  -4.3902  0.11
C  -2.5293  3.5367  0.5833  -0.07
Re  2.4520  0.9551  -0.2757  1.25
H  -3.0905  -3.9102  -1.3559  0.11
C  -3.9194  2.1471  -0.7560  -0.07
F  5.0717  0.4725  2.1012  0.08
H  -0.6271  2.7395  1.1728  0.09
H  0.8025  -1.8577  1.8561  0.10
C  4.0529  1.7940  -1.3348  -0.19
H  -2.2520  -2.3791  0.3584  0.11
H  0.8790  2.6066  -2.1238  0.14
C  2.9688  2.7233  -1.3268  -0.17
C  3.6112  0.6030  -2.0046  -0.20
H  -4.8411  1.9831  -1.3056  0.11
Cl  2.0516  1.2316  2.0945  0.08
H  0.0940  -2.9866  3.8979  0.11
C  -0.1692  -1.6133  2.2865  -0.13
C  2.2550  0.8039  -2.4251  -0.16
H  1.6888  0.1018  -3.0202  0.11
H  3.0667  3.7374  -0.9498  0.14
C  -0.7841  -1.0023  -2.4095  -0.13
C  -2.2555  -0.4010  2.2676  -0.07
H  -3.1689  0.2092  -1.2702  0.10
C  -2.9436  1.1420  -0.7607  -0.07
C  -1.8108  -2.0227  4.0352  -0.06
C  -1.0619  -1.1874  -1.0415  -0.35
H  -2.3516  4.4692  1.0988  0.11
F  3.7829  -1.2948  2.6217  0.11
C  -1.9459  -2.2290  -0.6747  -0.06
H  -0.1873  -0.1524  -2.7464  0.07
C  -2.6343  -1.0865  3.4287  -0.07
H  -2.4671  -3.6513  -3.7427  0.11
C  -3.7296  3.3543  -0.1010  -0.06
C  -2.4430  -3.0930  -1.6583  -0.06
H  -2.9591  0.3073  1.8392  0.10
C  1.8399  2.0985  -1.9655  -0.20
C  -0.5773  -2.2740  3.4417  -0.07
H  -2.1116  -2.5283  4.9473  0.11

Values from the calculation:
- 2S+1: 4
- HOMO energy (spin up / spin down): -12.0 / -12.0 eV
- Kohn-Sham gap (spin up / spin down): 7.92 / 5.93 eV
- Total charge: +1

---

Across the entries above, energy takes the values -10970.0062, -97569.9336, -8733.0767, -63769.5286 eV, respectively.